(1)
{
  "formula": "C4H7NO",
  "method": "the ωB97M-V functional and the def2-TZVPD basis",
  "e_homo_ev": -9.45,
  "smiles": "ON=C1CCC1",
  "spin_multiplicity": 1,
  "lumo_ev": 1.104,
  "relative_energy_kcal_mol": 67.6,
  "e_tot_ha": -286.52385,
  "symbols": ["O", "N", "C", "C", "C", "C", "H", "H", "H", "H", "H", "H", "H"],
  "positions_angstrom": [[-2.2884, 0.4400, -1.1777], [-1.8486, -0.3204, -0.0907], [0.3733, -0.8104, 1.0196], [0.4889, 0.5070, -0.7356], [-0.5869, -0.2585, -0.0078], [1.4062, 0.2224, 0.4843], [-3.2462, 0.3285, -1.1406], [0.6598, -1.8452, 0.8014], [0.0779, -0.7367, 2.0700], [2.4060, -0.1575, 0.2631], [0.8087, -0.0066, -1.6504], [1.4946, 1.0903, 1.1429], [0.2547, 1.5470, -0.9785]]
}



(2)
{
  "formula": "C19H40O7V",
  "method": "the ωB97M-V functional and the def2-TZVPD basis",
  "e_homo_ev": [-10.61, -10.71],
  "spin_multiplicity": 3,
  "total_charge": 1,
  "s_squared": 2.014,
  "lumo_ev": [-2.779, -2.376],
  "relative_energy_kcal_mol": 0.0,
  "e_tot_ha": -2218.41496,
  "symbols": ["V", "O", "O", "O", "O", "O", "O", "O", "C", "C", "C", "C", "C", "C", "C", "C", "C", "C", "C", "C", "C", "C", "C", "C", "C", "C", "C", "H", "H", "H", "H", "H", "H", "H", "H", "H", "H", "H", "H", "H", "H", "H", "H", "H", "H", "H", "H", "H", "H", "H", "H", "H", "H", "H", "H", "H", "H", "H", "H", "H", "H", "H", "H", "H", "H", "H", "H"],
  "positions_angstrom": [[-0.0607, -0.2467, -0.0251], [-1.2455, -1.8820, -0.2367], [0.1312, -0.6939, 2.1693], [-1.0632, 0.9137, -1.5079], [0.7999, -1.0849, -1.8555], [2.0105, -1.2357, 0.4266], [-1.6286, 0.9005, 1.0544], [1.1352, 1.4391, 0.3344], [1.5728, 0.3649, 3.7071], [1.2144, -1.2134, -2.9830], [-2.2841, 2.9092, -1.9011], [-2.0888, 3.1548, 1.7188], [-2.1155, 0.9547, -3.6039], [4.2857, -1.9931, 0.6298], [0.4714, -0.5656, 3.3315], [3.0017, 2.9119, 0.8248], [0.2919, -1.6268, -4.1041], [-2.3467, 1.6616, 1.6655], [1.9426, 2.4361, -0.1667], [-2.5239, -2.0479, -0.7553], [-1.6947, 1.5821, -2.2963], [-3.5942, -1.9948, 0.3335], [-3.5229, 1.1929, 2.4528], [2.3788, -3.5091, -0.1124], [-0.2729, -1.4033, 4.3627], [2.6685, -0.9790, -3.3319], [2.8192, -2.1346, 0.3706], [2.5048, 0.0978, 3.2166], [2.4971, 2.0591, -1.0436], [3.0039, 0.0327, -3.1397], [-3.6413, 1.7905, 3.3515], [3.2370, -1.7354, -2.7839], [-2.9477, 1.5054, -4.0539], [-3.2645, 2.7793, -1.4434], [-4.5779, -2.1297, -0.1193], [-2.2777, 3.4686, 2.7452], [2.8320, -4.2456, 0.5542], [3.5220, 3.8155, 0.5026], [0.6666, -2.5747, -4.4872], [-2.6028, -3.0432, -1.2169], [-0.7438, -1.6058, -3.7850], [4.7790, -1.2568, -0.0110], [-1.6556, 3.4623, -1.2063], [1.6809, 0.5309, 4.7774], [3.7441, 2.1260, 0.9793], [1.2609, 1.3496, 3.3364], [2.7550, -1.3091, -4.3682], [-3.4490, -2.7235, 1.1301], [-3.5065, -1.0259, 0.8303], [-1.2539, -1.5512, 3.9112], [1.2933, -3.5049, -0.1700], [0.4242, -0.8451, -4.8591], [4.6063, -1.6715, 1.6236], [-2.5219, -0.0196, -3.3386], [-1.3655, 0.9661, -4.3924], [-4.4044, 1.2791, 1.8107], [-0.4049, -0.7902, 5.2536], [2.6031, 3.1437, 1.8167], [-2.7532, -1.3449, -1.5684], [-2.3704, 3.5430, -2.7852], [0.2023, -2.3754, 4.4591], [-1.0654, 3.4371, 1.4556], [-2.6501, 3.8194, 1.0596], [2.8323, -3.7266, -1.0831], [4.7668, -2.9525, 0.4457], [-3.4168, 0.1349, 2.6871], [1.3795, 3.2801, -0.5933]]
}



(3)
{
  "formula": "C14H40As5F30N4O4",
  "method": "the ωB97M-V functional and the def2-TZVPD basis",
  "e_homo_ev": -9.03,
  "spin_multiplicity": 1,
  "total_charge": -1,
  "lumo_ev": 1.810,
  "e_tot_ha": -15252.99782,
  "symbols": ["As", "As", "As", "As", "As", "F", "F", "F", "F", "F", "F", "F", "F", "F", "F", "F", "F", "F", "F", "F", "F", "F", "F", "F", "F", "F", "F", "F", "F", "F", "F", "F", "F", "F", "F", "O", "O", "O", "O", "N", "N", "N", "N", "C", "C", "C", "C", "C", "C", "C", "C", "C", "C", "C", "C", "C", "C", "H", "H", "H", "H", "H", "H", "H", "H", "H", "H", "H", "H", "H", "H", "H", "H", "H", "H", "H", "H", "H", "H", "H", "H", "H", "H", "H", "H", "H", "H", "H", "H", "H", "H", "H", "H", "H", "H", "H", "H"],
  "positions_angstrom": [[1.4853, 4.1410, 2.5642], [-1.2903, -0.0813, 5.7000], [-3.7767, -3.6726, -0.3819], [0.4926, 1.2093, -4.6208], [4.9157, -0.4295, 0.4084], [2.9466, 5.2622, 2.6305], [-2.8355, -5.1694, -0.7490], [2.3772, 3.1010, 3.5986], [-1.2117, 0.5012, 4.0180], [-2.9411, -2.9056, -1.7522], [0.8698, 5.2559, 1.4054], [0.6302, 2.4395, -5.7801], [0.1091, 3.1212, 2.4280], [0.3954, -0.6494, 5.6231], [-2.9950, 0.3544, 5.5200], [-0.9687, 1.4888, 6.3238], [1.6894, 0.3425, -5.3961], [-4.5253, -2.1072, -0.0978], [3.6361, -0.2410, -0.7621], [2.2859, 3.3420, 1.1760], [5.8735, -1.3582, -0.6407], [-2.4122, -3.1643, 0.6720], [0.8300, 5.0349, 3.8415], [-1.7531, -1.6562, 4.9306], [-1.5565, -0.7594, 7.2067], [4.0566, -1.7075, 1.0594], [1.6272, 1.9705, -3.6191], [4.0798, 0.7693, 1.5361], [0.2666, -0.0554, -3.3945], [-0.6828, 2.1921, -3.8298], [-5.1927, -4.1730, -1.3330], [6.1182, -0.4978, 1.6102], [5.6225, 1.0209, -0.1507], [-0.7505, 0.3790, -5.5384], [-4.5108, -4.2663, 1.0752], [-5.9163, -0.4076, 2.2290], [3.9369, 3.1787, -1.3027], [-1.0390, -4.9345, -3.8488], [0.5565, -1.2362, 0.5313], [4.7108, 3.9055, 0.8424], [1.4658, 0.8067, 0.8775], [-3.5857, -1.1284, 2.6373], [-0.2536, -2.5286, -2.9450], [-2.1743, -5.7710, -3.5531], [-1.2808, -3.9297, -4.7729], [-6.8921, -1.0207, 1.3507], [-5.0486, 0.4747, 1.6023], [3.6693, 5.4967, -0.8901], [1.0948, -2.9142, -4.9564], [-3.7055, 0.3492, 2.2937], [-0.3094, -2.7200, -4.4438], [1.6221, -0.9222, 2.7326], [1.1639, 1.0947, -0.6021], [-2.4682, 0.7721, 1.4585], [4.0216, 4.0752, -0.5811], [1.1124, -0.5682, 1.3339], [6.1592, 4.3385, 0.9769], [4.1057, 4.4845, 1.6086], [-7.1663, -1.9544, 1.9554], [-3.0562, -5.1502, -3.3921], [6.5287, 4.5513, -0.0030], [4.5811, 2.9031, 1.0069], [-1.9686, -6.3085, -2.6253], [-7.7740, -0.4240, 1.3310], [-4.6271, -1.3598, 2.7420], [1.9451, 1.7698, -0.9852], [-6.5239, -1.1978, 0.3105], [-3.2500, -1.6796, 1.7812], [-2.3790, -6.4511, -4.3206], [6.2375, 5.2661, 1.6403], [-2.1594, 1.8733, 1.5507], [-2.3800, -3.5710, -4.6397], [-1.0177, -4.1983, -5.8039], [0.1681, 1.5177, -0.6357], [-2.5954, 0.6726, 0.3897], [-1.7140, 0.1164, 1.8268], [1.4433, -3.8734, -4.6526], [-5.3774, 1.5295, 1.5099], [2.4802, 1.0270, 1.1443], [1.1549, 0.2178, -1.1919], [2.5592, -1.4733, 2.5551], [1.0207, 1.5554, 1.3804], [0.3672, -1.8275, -2.6058], [1.1379, -2.7812, -6.0118], [4.5547, 6.1310, -0.6472], [0.9914, -1.6989, 3.1896], [-0.7764, -1.7553, -4.8070], [-2.9432, -1.2892, 3.3833], [-3.7563, 0.9763, 3.2011], [1.7482, -2.1437, -4.5178], [3.2769, 5.6830, -1.9124], [6.6465, 3.5372, 1.5214], [1.9204, -0.0400, 3.2164], [0.1227, -3.3942, -2.5844], [-4.9178, 0.1011, 0.5152], [2.8429, 5.7138, -0.1999], [-1.1953, -2.4978, -2.4756]]
}



(4)
{
  "formula": "C4H12NO",
  "method": "the ωB97M-V functional and the def2-TZVPD basis",
  "e_homo_ev": -14.60,
  "smiles": "CC[C@@H]([NH3+])CO",
  "spin_multiplicity": 1,
  "total_charge": 1,
  "lumo_ev": -3.571,
  "relative_energy_kcal_mol": 51.4,
  "e_tot_ha": -289.29299,
  "symbols": ["O", "N", "C", "C", "C", "C", "H", "H", "H", "H", "H", "H", "H", "H", "H", "H", "H", "H"],
  "positions_angstrom": [[-0.1994, -2.5792, -0.5729], [-1.0440, 0.6315, 0.9347], [-0.9231, -1.5772, 0.0190], [1.5003, 1.6661, -0.4747], [-0.0271, -0.2972, 0.4100], [0.5955, 0.3073, -0.8726], [-1.3165, -1.9525, 1.0898], [1.3181, 1.9984, 0.5006], [-0.9965, 0.8189, 1.8876], [-1.8000, -1.3631, -0.5614], [-0.2439, 0.5263, -1.5550], [0.3240, -3.0428, 0.1352], [-1.9284, 0.2164, 0.6095], [2.5838, 1.3593, -0.5819], [1.2143, -0.3316, -1.5424], [1.1514, 2.4991, -1.1670], [-0.9124, 1.5355, 0.4251], [0.7039, -0.4152, 1.3163]]
}



| no. | molecular weight (g mol⁻¹) |
| --- | --- |
| 1 | 85.11 |
| 2 | 431.47 |
| 3 | 1273.05 |
| 4 | 90.15 |